1.
The following is a DFT calculation (ωB97M-V/def2-TZVPD) of a cluster of 4 separate species, C24H39ClF2NO15P4S2 in total.

```
88
Properties=species:S:1:pos:R:3:lowdin_charge:R:1
H 3.55490 -2.09032 3.73898 -0.003
H 0.98431 2.91024 0.30989 0.113
F -2.66736 -0.85845 2.06662 0.100
H 5.06385 7.24199 3.02418 0.095
H -5.10742 -3.54455 3.77881 0.067
C -3.49753 -0.95666 -7.66948 -0.062
C -2.25470 -1.75657 -7.99945 -0.236
C -5.65632 -3.94109 4.62803 0.009
H -2.42938 -2.48238 -8.79559 0.111
C 0.70040 1.86013 -1.46469 -0.351
C -5.51216 -5.43433 4.82523 -0.539
C -0.51694 -1.66803 -3.55146 -0.066
H -4.22375 -3.92677 -6.31488 0.098
O 3.02545 7.58555 0.84958 0.000
H -5.31485 -3.44083 5.53315 0.094
O 0.88929 2.87545 -2.09218 0.091
H -1.31452 0.78972 4.08331 0.151
H -3.27299 -5.28716 -6.92861 0.090
H -4.30056 -1.59451 -7.29968 0.068
O -0.75067 -1.67849 3.98422 0.047
C 3.06236 9.00538 0.95374 -0.249
H -3.27439 -0.22530 -6.89318 0.087
H 1.25614 1.20331 -3.96201 0.102
C 0.83431 1.85939 0.05264 -0.060
H -1.68978 -4.15739 3.65775 0.048
H -6.71127 -3.72296 4.48213 0.086
H 2.82197 2.77258 2.41394 0.010
C 3.33394 6.76309 1.88342 -0.518
C 2.48546 -0.25623 0.12686 -0.520
O -1.70554 -2.39572 -6.84592 -0.005
H -2.91706 -3.75708 4.86192 0.070
P 4.20640 -0.29212 -0.64813 0.588
H 3.73789 8.38172 3.31933 0.064
C -2.43342 -4.57878 4.33281 -0.055
C -0.92572 -1.48167 -2.23717 -0.056
C -3.38825 -4.20694 -6.95522 0.015
C 0.64097 0.44164 -3.50477 -0.069
H -1.92374 -5.19274 5.07598 0.089
H -0.85102 -0.21432 -0.52401 0.093
H 1.71662 -1.85364 4.99731 -0.010
H 2.38380 9.35764 0.17792 0.121
H -0.11844 1.56033 0.49081 0.117
P 3.35958 2.11425 1.30272 0.416
H -0.80689 -2.56062 -4.09330 0.074
H -3.92944 -4.82846 2.78277 0.114
O -6.34919 -6.07581 5.40490 0.086
S 4.04099 3.33773 -0.03497 0.180
C 0.25897 -0.70319 -4.18178 -0.071
O 3.00045 0.13577 4.51724 -0.504
C -0.35045 -0.81450 3.26092 -0.473
H 0.59282 -0.84884 -5.20144 0.102
S 0.88073 -3.28196 2.09833 0.546
H 4.43332 10.65371 0.73891 0.077
C -2.12905 -3.59146 -6.39057 -0.519
C -3.42787 -5.40924 3.55762 -0.221
H -1.46619 -1.09128 -8.34704 0.123
N -1.11522 0.44604 3.14943 0.136
O -1.51861 -4.10240 -5.49356 0.101
O -2.93115 1.34118 2.05112 0.135
C 0.24815 0.62432 -2.17964 -0.179
C 1.94241 1.05841 0.76835 -0.605
H 5.15915 9.21415 1.46632 0.066
O 1.41092 0.68835 2.05927 -0.353
P 1.26701 -0.98692 2.17246 0.496
O -0.44118 -3.55679 1.59051 -0.359
C 3.98341 7.34073 3.12355 0.012
H 3.46463 -2.29877 -1.14057 0.055
H 4.28139 1.19811 1.81947 -0.011
C -2.29364 0.40130 2.41461 -0.535
C 4.45129 9.56319 0.71457 -0.068
H 1.79980 -0.76255 -0.55853 0.095
O -4.39928 -6.05272 4.40432 -0.001
F 1.86041 -3.85732 0.96461 -0.236
Cl 3.80686 0.32586 -2.57914 0.256
H -3.61052 -3.91534 -7.97844 0.067
P 2.51165 -1.19332 4.04579 0.656
O 3.14378 5.59126 1.75727 0.040
H -3.85602 -0.43108 -8.55504 0.080
O 4.29148 -1.90352 -0.82916 -0.349
H 4.81937 9.23950 -0.25867 0.083
H 2.64778 9.33538 1.90835 0.110
H 0.38180 -0.98386 1.05323 0.053
H 3.65491 6.75104 3.97522 0.090
C -0.53888 -0.33708 -1.55243 -0.045
O 1.28242 -3.94585 3.31451 -0.374
H -2.91817 -6.22814 3.05399 0.124
H -1.52323 -2.22256 -1.72145 0.109
O 2.66966 -1.12842 1.23968 -0.401
```

The calculation puts the total energy at -4943.14577 hartree. The net charge is -1. For the HOMO energy, the calculation gives -0.21336 Ha.

***

2.
The following is a DFT calculation (ωB97M-V/def2-TZVPD) of a structure of composition C24H39ClK2N2O7PS.

```
77
Properties=species:S:1:pos:R:3:lowdin_charge:R:1
O 0.37994 -1.21809 -2.91145 -0.173
H 5.40885 1.77220 -0.98605 0.115
H 3.06855 -0.74906 2.48657 0.050
S 4.27469 -0.64929 -0.39713 1.084
O -3.23637 -2.78228 -3.12353 0.050
C 5.56607 -3.32739 0.74359 -0.301
H -6.14815 6.06617 1.91426 0.116
H -2.20052 -3.57416 0.18174 0.126
C 3.43363 -2.92211 2.71179 -0.372
H 1.10736 0.73359 -2.82793 0.108
H -3.06818 -1.31865 -0.94749 0.100
K -0.57606 -4.14357 -5.68341 1.009
C 1.45274 -1.61999 -3.77634 -0.050
P 3.72722 -3.32258 0.90648 0.951
H 3.15889 1.88697 2.02440 0.103
C 4.69438 2.27902 1.01361 -0.497
H 1.38913 0.39413 -0.21368 0.152
C -0.64052 -2.13177 -0.21658 -0.163
H -1.18023 -3.24004 1.65109 0.108
K 1.83912 3.13468 -4.62777 0.638
H 1.04698 -3.52723 -0.53868 0.133
H -0.67924 -1.04238 -0.06546 0.110
H -6.42945 3.97935 -0.28526 0.117
H -4.24350 -0.25732 3.72125 0.108
H -0.20882 0.35138 -1.72828 0.136
C 4.56836 2.30115 -0.52039 -0.166
C -4.28795 -0.10642 0.31290 -0.057
C 3.74394 -1.42802 3.03298 -0.158
H 2.37529 -3.06754 2.96806 0.069
H 3.58282 -1.20847 4.09839 0.082
H -4.74031 3.94957 3.13273 0.121
C 0.81390 -2.59477 -0.00533 -0.112
C 0.70603 -0.06397 -2.17317 -0.152
H 0.91030 -2.83225 1.06608 0.104
H -4.73951 0.43135 -0.51796 0.110
O 3.62298 2.70312 1.78852 0.068
H -0.96834 -2.34726 -1.23758 0.080
H -7.55718 4.34344 1.03533 0.119
C -2.72615 -1.76646 1.13327 -0.238
C -4.34291 5.06007 1.30822 -0.174
O 5.72243 1.88227 1.50442 0.108
H -5.33077 0.97139 1.83219 0.091
H -3.84428 3.01905 1.91573 0.107
H 4.07693 -3.52944 3.35796 0.086
C -1.65234 -2.81325 0.75696 -0.105
C -3.33654 -1.08620 0.08133 -0.057
H -3.72705 5.75601 1.87655 0.113
C 3.06914 -1.85088 0.00888 -0.642
C 3.19040 1.86222 -1.05189 -0.321
H 5.96588 -2.39442 1.18245 0.028
H 2.41567 2.18713 -0.33620 0.114
N 1.84824 -1.58865 -0.35761 -0.058
O -1.35519 -3.83016 -3.09318 -0.101
C 1.73628 -0.28552 -1.01322 -0.234
N -2.31870 -3.31560 -3.71874 -0.599
C -6.50274 4.27707 0.76645 -0.198
C -4.62476 3.76832 2.05902 -0.208
H -2.53633 -2.02588 3.23612 0.109
O -5.86959 3.26365 1.55856 -0.162
H 4.76718 -1.13943 2.75830 0.064
H 6.02125 -4.14683 1.30933 0.055
H 2.97739 2.46849 -2.07410 -0.133
C -5.74793 5.57073 1.02653 -0.172
H 2.15841 -0.78450 -3.87801 0.081
H 1.92111 -2.51463 -3.33736 0.107
C 3.10155 0.35837 -1.41185 -0.445
H 4.69541 3.35936 -0.81343 0.111
H 3.26356 0.31876 -2.50050 0.096
H 1.06831 -1.84910 -4.78804 0.078
Cl 3.69303 3.28923 -3.35219 -0.079
O -2.32724 -3.36055 -4.97804 -0.333
C -4.01133 -0.49216 2.68273 -0.083
H 5.88339 -3.30484 -0.30622 0.041
H -3.83137 4.84211 0.36649 0.111
H -5.80352 6.26961 0.19290 0.113
C -3.05359 -1.48143 2.44712 -0.045
C -4.60001 0.18452 1.64272 -0.098
```

The calculation puts the total energy at -3973.27462 hartree. The net charge is +1. For the HOMO energy, the calculation gives -0.38935 Ha. The calculation puts the relative energy (zero: lowest compared OMol25 entry of this formula, charge and spin) at 0.00 kJ/mol.

***

3.
The following is a DFT calculation (ωB97M-V/def2-TZVPD) of a structure of composition C24H39ClN2O2SiTi.

```
70
Properties=species:S:1:pos:R:3:mulliken_spin:R:1
C 1.52647 4.21493 2.69899 -0.002
H 2.24117 -4.78848 -1.15517 -0.001
C 0.47966 -3.80807 0.44373 -0.151
H 1.21294 2.99801 -1.03085 0.016
H -1.72152 -2.23027 3.47546 0.002
C 1.64701 -3.14979 0.08449 0.233
H 2.63829 -3.21167 -1.84247 0.010
H 1.81733 3.67525 3.60957 0.001
H -1.13327 2.83077 3.95152 0.000
H -1.65806 -5.02224 1.15073 0.000
H -2.30321 2.97935 2.62541 0.000
Ti 0.18092 -0.21094 0.32791 0.892
H 1.24944 5.23864 2.98641 0.000
C -2.77689 1.85242 -0.17536 0.023
H -5.00029 0.21747 1.52608 0.001
H -2.00780 1.75459 -0.95210 -0.001
C 2.58987 -3.77963 -0.90400 -0.006
H -1.58006 4.43739 3.33574 0.000
C 3.04260 -0.29365 -0.70262 0.032
H -3.64980 -1.46002 -0.20976 0.000
H 0.87536 0.12716 -3.37130 0.001
Si 0.07173 3.36510 1.83999 0.006
C -3.97695 0.57192 1.69141 -0.005
Cl -0.67946 -1.24692 -1.54580 0.001
H 0.46175 1.02769 2.42267 -0.016
H 3.61195 -3.86714 -0.51510 0.007
H -3.99820 1.56275 2.17121 -0.001
H -3.69288 2.23268 -0.64347 0.000
H -2.43770 2.56734 0.57991 -0.003
H 1.21828 1.80496 -3.89073 0.000
C -1.37953 3.39606 3.04201 -0.003
H -1.91717 -4.13204 2.66387 0.006
H 2.40364 4.27469 2.04165 0.000
H -2.60866 -3.53391 1.14294 0.013
H 0.00908 1.48922 -2.62685 -0.010
C 0.50010 1.55074 1.43949 0.078
C 3.42345 0.84683 -2.59554 -0.004
H 1.56109 1.48240 1.08331 -0.013
H -0.80166 5.40777 0.79160 0.000
C -3.70446 -0.42089 -0.55620 -0.005
H 1.47701 -0.70070 2.45004 -0.056
C -1.72812 -4.01774 1.58868 -0.003
H 4.15030 1.65598 -2.72757 0.001
O -3.33698 -0.35523 2.65033 0.009
H -0.66044 -0.82949 3.68641 -0.022
C 0.96981 1.16368 -3.03685 0.014
C 2.15826 2.70151 -1.49505 -0.022
C 1.09354 -1.43659 1.73010 -0.178
H 0.47765 4.73828 -0.22686 0.001
H -4.75831 -0.13973 -0.67068 0.000
C 2.08134 1.28231 -2.01643 0.028
H 4.07494 -1.93009 0.15380 0.001
N -1.83820 -0.07003 1.01372 -0.019
O 3.98288 -0.07684 -1.59300 0.003
C -0.39281 4.47021 0.38430 0.003
H 3.60431 -0.64916 1.28564 -0.025
H -1.15673 4.03156 -0.26841 0.000
H 2.36496 3.37260 -2.33615 0.001
C -2.13360 -0.60613 2.18944 0.039
C -0.19569 -2.02967 1.92223 -0.036
C -0.46424 -3.25542 1.29787 0.255
H 2.96735 2.79317 -0.76091 -0.001
C 1.95310 -1.92888 0.69539 0.048
C 3.26412 -1.24100 0.42117 -0.045
H -3.19871 -0.34359 -1.52084 0.000
C -3.07289 0.51447 0.46237 0.012
N 1.89105 0.33720 -0.89708 -0.041
H 0.27529 -4.78338 0.00104 -0.017
C -1.16460 -1.45594 2.93214 -0.050
H 3.32029 0.28172 -3.53235 0.000
```

As for the expectation value of S²: 0.87. The calculation puts the total energy at -2797.11327 hartree. The net charge is -1. The multiplicity is 2. For the HOMO energy (spin up / spin down), the calculation gives -0.03856 / -0.02349 Ha. The calculation puts the relative energy (zero: lowest compared OMol25 entry of this formula, charge and spin) at 0.00 kJ/mol.